89
Properties=species:S:1:pos:R:3:forces:R:3:mulliken_charge:R:1 method="wB97M-V/def2-TZVPD" homo_energy_ev=-9.14 energy_ev=-124891.6581 charge=+1 e_above_lowest_kcal_mol=14.9 gap_ev=5.2 multiplicity=1
Zr -0.050 -0.025 0.022 -0.783 0.046 -0.107 -1.538
C -1.179 2.878 2.883 -0.025 -0.039 -0.017 -1.699
C 0.099 2.485 2.204 0.139 0.074 0.070 1.019
C 0.654 3.309 1.230 -0.071 0.009 -0.011 -0.370
C 1.846 2.997 0.591 0.018 -0.088 -0.048 0.840
C 2.421 3.943 -0.422 -0.015 -0.002 0.016 -1.647
C 2.493 1.803 0.929 0.045 0.039 0.078 0.399
C 2.019 0.995 1.967 0.043 0.036 0.075 -0.028
C 2.888 -0.072 2.574 -0.004 -0.041 -0.019 -1.772
C 0.808 1.340 2.576 0.027 0.043 0.133 -1.221
H -1.978 2.992 2.149 -0.003 -0.002 -0.001 0.281
H -1.049 3.832 3.397 -0.023 0.016 -0.006 0.490
H -1.495 2.135 3.613 0.019 0.001 -0.004 0.290
H 0.128 4.214 0.947 0.006 0.004 0.004 0.467
H 2.603 4.913 0.043 0.000 0.016 -0.016 0.460
H 1.725 4.095 -1.248 -0.013 0.001 -0.002 0.286
H 3.361 3.577 -0.830 0.007 0.000 0.013 0.220
H 3.456 1.572 0.480 -0.032 -0.020 -0.042 0.521
H 3.494 0.374 3.366 -0.004 0.006 0.008 0.505
H 3.573 -0.508 1.848 0.005 0.013 0.002 0.355
H 2.296 -0.866 3.030 -0.004 0.003 -0.003 0.226
H 0.485 0.777 3.444 -0.067 -0.057 -0.083 1.084
N -0.368 -3.490 2.956 -0.076 0.069 0.065 -0.089
C -1.710 -3.572 3.426 0.235 0.015 -0.088 0.081
C -2.283 -4.792 3.725 -0.107 -0.023 -0.026 -0.814
C -3.606 -4.825 4.148 0.008 0.070 -0.007 -0.640
C -4.344 -3.652 4.233 0.035 -0.042 -0.006 -0.714
C -3.763 -2.434 3.904 -0.009 -0.038 -0.031 -0.672
C -2.430 -2.398 3.526 -0.235 -0.019 0.093 0.830
S -1.583 -0.887 3.265 0.278 -0.027 -0.068 -0.175
N -0.496 -1.360 1.994 -0.112 0.227 -0.093 0.795
C 0.037 -2.532 2.093 0.287 -0.233 -0.164 0.415
C 1.212 -2.840 1.212 -0.339 0.162 0.128 0.965
C 1.871 -4.053 1.250 0.102 -0.006 -0.064 -1.657
C 3.010 -4.232 0.475 -0.057 0.047 0.026 -1.136
C 3.445 -3.177 -0.297 0.046 0.020 -0.028 -1.084
C 2.704 -2.006 -0.304 0.023 0.017 0.026 -1.560
N 1.596 -1.828 0.412 -0.040 -0.122 0.129 1.900
H 0.137 -4.359 2.954 0.007 0.012 0.030 0.166
H -1.713 -5.708 3.632 0.016 -0.002 -0.003 0.377
H -4.062 -5.772 4.398 -0.007 -0.008 0.008 0.404
H -5.376 -3.683 4.551 -0.013 -0.003 0.003 0.406
H -4.336 -1.518 3.956 0.009 0.019 -0.008 0.486
H 1.532 -4.875 1.861 -0.019 0.006 0.022 0.502
H 3.541 -5.173 0.493 0.011 -0.009 0.000 0.471
H 4.340 -3.234 -0.900 0.007 -0.012 -0.014 0.604
H 3.030 -1.173 -0.902 -0.001 0.009 -0.042 1.026
S -6.095 2.216 -3.650 -0.012 -0.001 -0.021 -0.191
C -4.791 1.892 -2.731 0.018 0.019 0.005 0.106
S -4.842 0.920 -1.291 -0.063 -0.045 0.024 -0.093
C -3.150 1.032 -0.889 0.013 -0.058 0.057 0.223
C -2.392 1.753 -1.723 0.104 0.031 0.078 -0.367
S -0.683 2.000 -1.453 -0.018 -0.042 0.047 -0.439
S -3.190 2.477 -3.091 0.014 0.022 -0.055 -0.011
S -2.538 0.257 0.547 0.373 0.029 0.001 -0.318
Te 1.990 0.876 -2.388 0.180 0.240 0.076 0.782
C 1.266 0.428 -4.297 -0.086 -0.102 -0.024 0.614
C 0.881 1.496 -5.096 -0.053 -0.055 -0.090 -0.421
C 0.420 1.250 -6.385 0.014 0.029 0.070 -0.693
C 0.360 -0.049 -6.864 -0.009 -0.029 -0.031 -0.636
C 0.745 -1.112 -6.058 -0.005 -0.001 0.040 -0.891
C 1.188 -0.879 -4.765 -0.050 0.052 -0.089 -0.043
C 3.954 0.150 -2.713 0.113 -0.056 -0.062 0.345
C 4.234 -1.145 -3.145 0.039 0.052 -0.048 -0.077
C 5.545 -1.533 -3.383 -0.022 0.018 0.015 -0.853
C 6.584 -0.635 -3.178 0.030 -0.044 -0.016 -0.582
C 6.311 0.654 -2.750 -0.045 0.071 0.048 -0.711
C 4.998 1.051 -2.524 0.068 -0.126 0.045 -0.482
H 0.931 2.510 -4.723 0.014 0.002 0.007 0.421
H 0.113 2.077 -7.010 -0.007 0.005 -0.011 0.451
H 0.004 -0.237 -7.868 -0.002 -0.001 -0.010 0.413
H 0.679 -2.127 -6.427 0.002 -0.003 -0.008 0.430
H 1.437 -1.714 -4.125 -0.026 -0.001 0.009 0.362
H 3.432 -1.848 -3.330 -0.004 -0.021 0.042 0.443
H 5.755 -2.533 -3.740 -0.002 -0.002 -0.001 0.473
H 7.606 -0.938 -3.364 0.007 -0.001 -0.005 0.405
H 7.117 1.361 -2.605 0.012 0.003 0.001 0.456
H 4.792 2.068 -2.215 -0.006 0.021 -0.011 0.353
F -2.732 -4.138 -4.046 0.007 0.020 0.020 -0.356
C -2.127 -3.278 -3.208 -0.013 -0.062 -0.004 0.130
C -1.914 -1.979 -3.609 0.022 0.035 0.007 -0.939
C -1.276 -1.107 -2.735 -0.052 0.059 0.023 0.166
C -0.839 -1.491 -1.457 0.006 -0.272 -0.025 1.715
C -1.110 -2.827 -1.111 0.104 -0.016 0.095 -0.018
C -1.737 -3.724 -1.960 -0.023 0.039 -0.045 -0.996
H -2.241 -1.654 -4.588 -0.005 0.007 -0.014 0.591
H -1.138 -0.091 -3.076 0.043 -0.012 -0.021 0.400
H -0.861 -3.209 -0.126 0.004 0.020 -0.053 0.260
H -1.942 -4.745 -1.666 0.004 -0.014 0.009 0.523